16
Properties=species:S:1:pos:R:3:forces:R:3 method="wB97M-V/def2-TZVPD" total_energy_ev=-8295.8611 e_homo_ev="-8.46 / -8.66" e_lumo_ev="-1.23 / -0.42" orbital_gap_ev="7.23 / 8.23" largest_force_ha_per_bohr=0.037 e_above_lowest_ev=5.643 charge=0
C 1.4495 0.1268 -1.1667 -0.3 0.2 -0.2
N 0.2580 -0.3076 -0.4873 0.2 0.2 0.1
N 0.6480 -1.4076 1.5416 0.7 -0.4 0.5
H -0.1852 -1.1680 -0.7688 0.0 0.3 0.0
H 1.2736 -0.6120 1.7077 0.0 -0.1 -0.1
H 1.2566 -2.2108 1.7670 -0.3 0.0 0.0
H 2.0702 0.7255 -0.5007 0.0 -0.1 0.0
H 1.1677 0.7807 -2.0025 0.3 -0.1 -0.1
H 2.0075 -0.7362 -1.5249 0.0 0.1 0.0
C -1.9933 0.6067 -0.1185 0.2 0.3 0.5
C -0.4927 0.6272 0.3264 -0.7 -1.8 -0.4
O 0.0289 1.7761 0.5182 0.2 0.2 0.4
H -0.4713 -0.0745 1.3624 -0.4 1.2 -0.8
H -2.3836 -0.4087 -0.2033 0.1 0.1 0.1
H -2.5535 1.1658 0.6277 -0.1 -0.1 0.0
H -2.0805 1.1165 -1.0785 0.1 0.0 0.0

=====

39
Properties=species:S:1:pos:R:3:forces:R:3 method="wB97M-V/def2-TZVPD" multiplicity=5 total_energy_ev=-54373.8491 e_homo_ev="-6.58 / -7.62" e_lumo_ev="-1.14 / -1.26" orbital_gap_ev="5.45 / 6.36" largest_force_ha_per_bohr=0.075 e_above_lowest_ev=0.691 charge=0
C 1.6946 -0.5860 2.2484 1.1 0.2 1.0
C 1.1011 -1.8995 2.7371 0.7 -0.7 0.6
H 2.1450 -0.6652 1.2556 -0.1 -0.1 0.2
H 2.5240 -0.3176 2.9118 -0.1 0.1 -0.1
H 1.0327 0.3027 2.3370 0.5 -0.2 0.1
H 0.6169 -2.4849 1.9396 0.1 0.1 0.4
H 1.9364 -2.4955 3.1337 -0.3 -0.1 -0.2
H 0.3990 -1.7424 3.5609 0.1 -0.1 -0.3
C 2.2920 0.8696 -0.6408 -0.5 -0.4 -0.5
C 2.9356 1.3443 -1.7877 -0.3 -0.1 0.1
C 2.4021 1.0393 -3.0456 -0.1 -0.2 0.6
C 1.2433 0.2739 -3.0985 -0.2 -0.2 0.5
H 2.6950 1.0761 0.3550 -0.2 0.0 -0.4
H 3.8320 1.9455 -1.6726 -0.1 -0.1 -0.1
H 2.8732 1.3727 -3.9676 -0.1 0.0 0.3
H 0.7836 0.0202 -4.0480 0.3 0.2 0.1
N 1.1664 0.1213 -0.6871 0.5 0.2 -1.5
C 0.6299 -0.1680 -1.9102 1.8 1.1 0.5
C -0.6435 -0.8718 -1.9120 -1.9 -0.8 0.4
N -1.2119 -1.1115 -0.6878 -0.5 0.0 -2.1
C -2.4743 -1.5983 -0.6620 0.5 0.2 -0.4
C -2.6104 -1.6863 -3.0730 0.1 0.1 0.5
C -3.2128 -1.8662 -1.8245 0.4 0.0 0.1
H -2.9021 -1.7331 0.3328 0.2 0.0 -0.4
H -4.2379 -2.2156 -1.7332 0.2 0.0 0.0
C -1.3143 -1.1908 -3.1077 0.5 0.1 0.4
H -0.8002 -1.0303 -4.0527 -0.3 -0.1 0.2
H -3.1239 -1.8996 -4.0096 0.0 0.0 0.3
Fe -0.1536 -0.3900 1.0254 -1.0 -0.4 -1.3
C -1.6389 -0.9103 2.2436 -0.7 -0.8 0.8
H -1.7238 -2.0100 2.2072 -0.3 0.1 0.4
H -2.5879 -0.4708 1.8969 0.2 0.0 0.3
H -1.4526 -0.5770 3.2788 -0.3 -0.2 -0.2
B -0.3236 4.1108 1.8315 0.0 0.8 0.2
C -0.4894 2.6091 1.5713 -0.2 -2.5 -0.4
N -0.5661 1.4550 1.3669 0.1 3.8 0.1
H -0.3808 4.2702 3.0373 0.0 0.0 -0.1
H -1.2293 4.6853 1.2535 0.1 0.0 0.1
H 0.7748 4.4248 1.3966 -0.1 0.0 0.0

=====

20
Properties=species:S:1:pos:R:3:forces:R:3 method="wB97M-V/def2-TZVPD" total_energy_ev=-9378.9356 e_homo_ev=-15.11 e_lumo_ev=-2.89 orbital_gap_ev=12.22 smiles=C[NH+](C)[C@](C)(N)O largest_force_ha_per_bohr=0.093 e_above_lowest_ev=2.648 charge=+1
C -1.3889 0.9664 -0.0801 -0.8 1.2 -2.6
N -0.6964 -0.1707 0.4781 0.3 0.8 0.5
C -1.3996 -1.3796 0.1175 -0.9 -3.9 2.6
C 0.8689 -0.1788 0.0496 0.3 3.2 -0.2
C 1.5102 1.2012 0.6502 -1.3 -1.9 -2.9
N 0.7742 -0.0730 -1.3917 0.8 -1.8 0.3
O 1.4622 -1.2578 0.6406 -1.0 1.6 1.1
H -1.5169 0.8547 -1.1816 0.2 -0.1 0.9
H -2.3382 1.2412 0.3285 -0.8 -0.9 0.7
H -0.8512 1.8542 0.0734 1.1 1.0 0.0
H -0.6334 0.0346 1.4646 -0.3 -0.7 0.7
H -1.1346 -1.6560 -0.8730 0.5 -0.4 -0.7
H -1.2158 -2.2309 0.9099 0.5 1.5 -1.8
H -2.5054 -1.4640 0.1230 0.5 1.5 0.1
H 2.0007 1.1462 1.5305 1.6 -1.4 3.0
H 0.8314 1.9704 0.8534 -1.3 1.1 -0.3
H 2.2562 1.5777 -0.0217 0.2 0.1 -0.7
H 0.7571 -1.0145 -1.8381 -0.1 1.0 0.3
H 1.5256 0.4560 -1.8283 -0.1 -0.1 0.4
H 1.6939 -1.8773 -0.0050 0.6 -1.8 -1.5

=====

19
Properties=species:S:1:pos:R:3:forces:R:3 method="wB97M-V/def2-TZVPD" total_energy_ev=-33249.9660 e_homo_ev=-9.74 e_lumo_ev=0.29 orbital_gap_ev=10.03 smiles="N=[S@@](=O)(O)Cl.C=C(C)C" largest_force_ha_per_bohr=0.099 e_above_lowest_ev=1.127 charge=0
N 0.2532 1.5315 -0.4270 -1.0 -1.2 4.8
S 0.0567 2.2342 0.9306 0.6 0.3 -3.0
O -1.0367 3.1098 1.1869 0.3 0.0 0.3
O 0.1261 1.1542 2.0136 -0.4 1.9 1.3
Cl 1.7961 3.3083 1.3409 -0.5 -0.2 0.1
H 0.5147 2.0886 -1.1483 0.8 2.3 -2.5
H 0.2016 0.3016 1.6040 0.5 -2.1 -1.0
C 0.5260 -1.3552 0.9187 2.2 -1.1 -1.0
C -0.1080 -1.2343 -0.2696 2.5 0.2 1.2
C 0.6410 -1.3721 -1.5786 0.0 1.4 -0.9
C -1.5181 -0.7890 -0.3756 -0.1 1.7 0.8
H 1.7105 -1.5235 1.0208 -3.0 0.2 -0.3
H -0.0957 -1.4485 1.7884 0.0 0.1 0.7
H 0.5564 -0.3594 -2.1802 0.2 -2.1 1.1
H 1.7253 -1.6869 -1.5490 -1.3 0.4 0.4
H 0.0706 -2.1336 -2.1216 0.2 0.1 -0.4
H -1.8446 -0.1504 0.5376 0.4 -1.4 -1.3
H -1.4060 -0.0178 -1.1824 -1.2 -1.0 0.3
H -2.1691 -1.6573 -0.5092 -0.3 0.5 -0.5

=====

Please write out number 3 again, unchanged.
20
Properties=species:S:1:pos:R:3:forces:R:3 method="wB97M-V/def2-TZVPD" total_energy_ev=-9378.9356 e_homo_ev=-15.11 e_lumo_ev=-2.89 orbital_gap_ev=12.22 smiles=C[NH+](C)[C@](C)(N)O largest_force_ha_per_bohr=0.093 e_above_lowest_ev=2.648 charge=+1
C -1.3889 0.9664 -0.0801 -0.8 1.2 -2.6
N -0.6964 -0.1707 0.4781 0.3 0.8 0.5
C -1.3996 -1.3796 0.1175 -0.9 -3.9 2.6
C 0.8689 -0.1788 0.0496 0.3 3.2 -0.2
C 1.5102 1.2012 0.6502 -1.3 -1.9 -2.9
N 0.7742 -0.0730 -1.3917 0.8 -1.8 0.3
O 1.4622 -1.2578 0.6406 -1.0 1.6 1.1
H -1.5169 0.8547 -1.1816 0.2 -0.1 0.9
H -2.3382 1.2412 0.3285 -0.8 -0.9 0.7
H -0.8512 1.8542 0.0734 1.1 1.0 0.0
H -0.6334 0.0346 1.4646 -0.3 -0.7 0.7
H -1.1346 -1.6560 -0.8730 0.5 -0.4 -0.7
H -1.2158 -2.2309 0.9099 0.5 1.5 -1.8
H -2.5054 -1.4640 0.1230 0.5 1.5 0.1
H 2.0007 1.1462 1.5305 1.6 -1.4 3.0
H 0.8314 1.9704 0.8534 -1.3 1.1 -0.3
H 2.2562 1.5777 -0.0217 0.2 0.1 -0.7
H 0.7571 -1.0145 -1.8381 -0.1 1.0 0.3
H 1.5256 0.4560 -1.8283 -0.1 -0.1 0.4
H 1.6939 -1.8773 -0.0050 0.6 -1.8 -1.5